(1)
Density functional theory data (ωB97M-V/def2-TZVPD) for a molecular structure, C31H47BiNO2P2S2.

XYZ file:
```
86
Properties=species:S:1:pos:R:3:forces:R:3:mulliken_charge:R:1
Bi -0.23098 -1.81929 -2.93069 -2.1 -0.8 4.0 0.772
C -0.37592 -3.09628 2.53333 -1.9 1.0 2.2 1.129
C 0.97757 -3.15121 2.10812 4.8 2.1 0.9 0.232
C 0.82791 -1.60851 3.80848 -4.0 0.3 2.0 1.459
C -0.46585 -2.15780 3.59564 0.9 0.5 0.2 -0.106
C 1.72421 -2.22678 2.89126 0.4 -4.2 -4.6 0.430
C -1.49755 -3.91012 2.02483 0.1 0.3 -0.5 -1.511
H -1.27789 -4.30789 1.03052 0.0 0.0 0.2 0.334
H -2.40918 -3.30339 1.96749 0.1 -0.1 0.1 0.444
H -1.71642 -4.76379 2.68263 0.2 0.2 0.1 0.361
C -1.66896 -1.82067 4.37813 -0.6 0.3 0.4 -1.193
H -2.52034 -2.44129 4.07580 0.1 0.2 0.1 0.462
H -1.94838 -0.76656 4.24195 0.0 -0.3 0.0 0.004
H -1.50178 -1.97994 5.45353 -0.1 0.0 -0.3 0.336
C 1.19299 -0.63672 4.85108 -0.6 0.3 -0.3 -1.380
H 1.65541 -1.12487 5.72788 0.0 -0.1 -0.3 0.386
H 0.29808 -0.10171 5.19937 0.2 -0.2 0.0 0.300
H 1.89412 0.12016 4.47852 0.1 -0.1 0.0 0.311
C 3.17459 -1.98975 2.81504 0.3 0.3 -0.1 -1.462
H 3.73114 -2.60199 3.53895 -0.1 0.1 0.0 0.331
H 3.40054 -0.94130 3.03482 0.1 -0.1 0.0 0.344
H 3.55954 -2.23458 1.81985 0.0 0.0 0.2 0.370
C 1.53338 -4.05162 1.07753 0.1 -0.4 -0.5 -1.617
H 1.90105 -4.99923 1.50624 -0.1 0.3 -0.1 0.321
H 2.38075 -3.57713 0.56654 -0.2 -0.2 0.1 0.364
H 0.77429 -4.31276 0.32664 0.3 0.1 0.1 0.317
C -1.50169 0.35447 -4.45988 -0.6 1.6 -1.1 -0.257
C -1.48948 -1.18289 -4.63199 0.6 0.2 0.7 -0.517
C -0.85664 -1.77469 -5.90730 -0.8 -0.2 0.0 -1.150
C 0.69413 -1.81365 -5.90626 0.4 0.0 -0.1 -0.669
C 1.33865 -1.33562 -4.59215 1.6 2.7 -2.1 -0.494
C 1.26360 0.03343 -4.24066 1.7 -1.0 -1.5 -0.061
C 0.83394 1.09496 -5.21939 0.0 0.4 0.1 -0.765
C -0.67002 1.09550 -5.52297 -0.5 0.0 -0.3 -1.161
H -1.23495 -1.23522 -6.79963 0.2 -0.4 0.4 0.401
H 1.05326 -1.18844 -6.74006 0.1 -0.1 0.3 0.296
H -1.21985 -2.81821 -6.00094 0.1 0.6 0.0 0.352
H -0.79987 0.62936 -6.50737 -0.3 0.3 0.2 0.357
H -2.54353 0.69188 -4.57638 0.3 -0.1 -0.2 0.788
H -2.43464 -1.67274 -4.38371 -0.1 0.5 -0.3 0.680
H -1.04049 2.13225 -5.58514 0.2 -0.4 -0.2 0.524
H 1.08185 2.09220 -4.83115 0.2 -0.4 0.2 0.074
H 1.74732 0.40524 -3.33115 -0.1 -0.4 -0.3 -0.007
H 1.41215 1.00594 -6.15947 -0.2 -0.1 0.4 0.553
H 1.00955 -2.85099 -6.12952 0.0 0.6 0.2 0.359
H 2.19339 -1.91707 -4.21619 -0.7 0.1 0.3 0.751
P -1.05592 1.05170 -2.69091 -0.2 -1.4 -0.6 0.508
P 1.82968 2.02914 -0.77981 -0.1 -1.3 0.0 0.607
C -0.44643 2.83467 -2.46579 0.4 0.1 0.3 -0.934
C 1.02348 3.14274 -2.06106 0.2 0.0 -0.1 -1.322
H -1.06994 3.15144 -1.61144 0.1 -0.3 -0.4 0.363
H -0.76775 3.44478 -3.33194 0.2 -0.4 0.2 0.562
H 1.69377 3.19083 -2.93113 -0.3 0.0 0.1 0.381
H 1.05341 4.13122 -1.58998 -0.3 0.1 -0.3 0.629
C 2.50057 3.11170 0.51762 -0.6 0.8 0.0 -1.017
H 3.34455 2.63944 1.04075 -0.2 0.1 -0.3 0.404
H 1.67038 3.20930 1.25706 1.0 0.2 -0.9 0.259
H 2.77672 4.08606 0.10084 0.3 -0.1 0.2 0.452
C 3.39907 1.62441 -1.65557 0.1 0.1 -0.4 -1.306
H 3.65145 2.44019 -2.34472 0.3 -0.2 0.1 0.319
H 3.29676 0.68918 -2.22212 0.2 0.2 0.1 0.330
H 4.20105 1.50350 -0.91589 -0.2 0.0 -0.3 0.438
C -2.78041 1.25025 -2.11470 -0.4 -0.1 0.4 -1.138
H -3.10413 0.36866 -1.53613 0.0 0.5 -0.2 0.282
H -3.43949 1.38115 -2.98843 0.2 -0.1 0.3 0.410
H -2.87316 2.15354 -1.49533 0.1 -0.5 0.0 0.463
C -1.94687 -3.18564 -2.05148 0.5 -0.1 -0.2 -1.428
H -1.57298 -3.25333 -1.00673 -0.6 -0.2 -0.6 0.190
H -1.97910 -4.17412 -2.54918 0.0 0.4 0.5 0.448
H -2.93254 -2.69969 -2.11736 0.3 -0.2 0.1 0.416
O 1.09775 4.61820 3.81357 0.1 -0.8 0.0 -0.664
S 0.93989 3.18357 3.87615 -1.4 -0.2 -1.1 1.060
O 2.00282 2.40508 4.48223 -0.3 0.2 -0.3 -0.677
N 0.49480 2.54817 2.40155 -0.5 -0.7 0.4 -0.354
C -0.68697 1.90500 2.36173 2.3 1.0 0.0 -0.220
S -1.14812 0.96381 1.05508 -0.7 -0.2 0.0 -0.186
C -1.41553 2.07599 3.62317 -0.3 -0.1 1.6 0.351
C -2.66020 1.59482 4.02562 0.0 0.2 -0.1 -0.751
C -3.10596 1.81575 5.33208 0.7 0.4 0.5 -0.419
C -2.28835 2.48714 6.26703 0.3 -0.1 -0.7 -0.571
C -1.01899 2.94986 5.87598 -0.3 -0.2 -0.1 -0.599
C -0.62014 2.73102 4.56796 -0.6 0.1 0.9 0.117
H -3.27504 1.06420 3.30639 0.0 0.0 0.0 0.510
H -4.08302 1.47352 5.65758 0.1 0.0 -0.2 0.421
H -2.62090 2.65605 7.28695 -0.1 -0.1 -0.2 0.423
H -0.33326 3.46602 6.54818 -0.3 -0.1 0.0 0.455
```
Positions in Å, forces in eV/Å.

**Charge**: +1

(2)
Density functional theory data (ωB97M-V/def2-TZVPD) for a molecular structure, C31H47NO4P2Y.

XYZ file:
```
86
Properties=species:S:1:pos:R:3:forces:R:3:mulliken_charge:R:1
Y -0.58634 -0.50871 -1.65242 1.0 1.8 -0.6 1.997
C 1.38015 -1.00700 -0.07723 -0.9 -1.6 0.2 1.100
C 0.08442 -1.26390 0.49634 1.1 -0.8 -0.3 -0.371
C 0.41152 -2.72930 -1.26968 -0.1 0.3 0.9 -0.416
C 1.56895 -1.89758 -1.17895 -0.6 0.2 1.2 1.011
C -0.47895 -2.38228 -0.19615 0.9 0.1 -0.2 0.922
C 2.44438 -0.26595 0.62188 0.5 0.9 0.0 -0.625
H 2.86909 -0.87563 1.43777 -0.2 0.1 -0.3 0.461
H 2.07559 0.67031 1.06353 0.1 -0.2 -0.1 -0.085
H 3.25003 -0.00949 -0.07122 0.0 0.0 0.3 -0.066
C 2.86494 -2.12081 -1.87015 0.5 0.0 -0.7 -1.440
H 3.71053 -1.99338 -1.17445 -0.3 -0.1 -0.2 0.304
H 3.04452 -1.42696 -2.70478 -0.1 -0.2 0.3 0.087
H 2.91722 -3.13536 -2.28881 0.0 0.3 0.2 0.438
C 0.21414 -3.81025 -2.27308 -0.2 -0.5 -0.2 -1.366
H 1.17167 -4.26227 -2.56592 -0.3 0.1 0.1 0.400
H -0.26514 -3.46168 -3.20272 0.0 -0.1 0.1 0.237
H -0.41630 -4.60173 -1.85012 0.1 0.1 -0.2 0.366
C -1.75796 -3.05045 0.13154 -0.6 -0.3 0.0 -1.644
H -1.55492 -4.08685 0.43026 -0.2 0.1 -0.1 0.368
H -2.44822 -3.07552 -0.72277 -0.1 -0.2 0.2 0.417
H -2.26513 -2.56214 0.96816 0.0 -0.1 -0.1 0.420
C -0.46416 -0.56382 1.68375 -0.3 0.3 0.7 -1.355
H -0.18800 -1.08398 2.61734 -0.1 0.1 -0.3 0.518
H -1.56243 -0.50035 1.65785 0.3 0.0 0.2 0.176
H -0.08432 0.46766 1.76704 -0.1 -0.4 -0.1 -0.302
C -0.84934 3.85539 1.25936 0.6 0.2 0.4 -0.639
C -0.25926 3.24649 2.30261 -0.2 0.3 -0.5 -0.776
C -0.93520 2.65497 3.50323 -0.2 -0.2 0.4 -0.214
C -2.42566 3.02675 3.71164 0.2 -0.2 0.7 -1.143
C -3.37367 2.02390 3.13764 -0.7 -0.5 -0.9 -0.689
C -3.45324 1.63855 1.85126 0.4 -0.6 0.5 -0.259
C -2.56265 2.09794 0.72517 -0.1 0.2 -0.7 1.812
C -2.25015 3.60599 0.76518 0.1 0.6 -0.3 -0.475
H -0.39264 3.00738 4.39691 0.0 0.0 -0.4 0.498
H -2.64463 4.04088 3.35059 0.2 -0.2 0.0 0.344
H -0.78873 1.56025 3.52892 -0.3 0.2 0.1 0.140
H -3.01056 4.17835 1.32607 0.2 -0.4 -0.3 0.353
H -0.27733 4.54231 0.62763 0.1 -0.8 0.1 0.501
H 0.82490 3.13270 2.30833 0.0 0.8 0.2 0.412
H -2.27766 4.00261 -0.26671 0.0 -0.1 0.5 0.135
H -1.61072 1.54432 0.66468 0.0 0.2 0.5 -1.618
H -4.19104 0.89008 1.54673 0.1 0.1 0.3 0.278
H -3.02808 1.86366 -0.26355 0.1 0.1 0.9 0.079
H -2.64121 3.05570 4.79503 0.3 0.1 -0.4 0.437
H -4.06377 1.56899 3.86554 0.2 0.2 -0.5 0.432
P -5.22728 2.21657 -0.64041 -2.0 0.5 -0.1 1.422
P -5.61185 -0.56827 -1.96656 -2.2 -0.1 0.0 0.455
C -6.93922 1.86973 -1.29581 0.3 0.2 0.0 -1.130
C -6.92538 0.75110 -2.32168 0.4 0.2 -0.3 -1.075
H -7.30898 2.80945 -1.73256 -0.1 -0.2 0.2 0.578
H -7.58283 1.62844 -0.43496 0.2 0.0 -0.3 0.443
H -7.91781 0.27161 -2.34399 0.5 0.0 -0.2 0.493
H -6.71636 1.14321 -3.32978 -0.1 -0.1 0.2 0.461
C -6.58657 -1.78813 -2.96006 0.4 -0.4 -0.3 -1.264
H -6.21025 -2.79674 -2.76716 -0.1 0.0 -0.2 0.372
H -6.48958 -1.56233 -4.02714 0.0 -0.1 0.1 0.387
H -7.64966 -1.74530 -2.68260 0.4 -0.1 -0.1 0.375
C -6.40822 -1.10882 -0.37544 0.5 -0.1 0.3 -1.105
H -7.50072 -0.98883 -0.42363 0.4 0.0 0.0 0.395
H -6.02000 -0.55762 0.48812 -0.1 -0.1 -0.1 0.209
H -6.17425 -2.17231 -0.24103 -0.1 0.2 0.1 0.424
C -4.78177 3.51052 -1.87068 0.2 0.0 0.0 -1.562
H -3.69835 3.68421 -1.86609 -0.3 0.1 -0.1 0.285
H -5.30859 4.43871 -1.61225 0.2 -0.2 -0.3 0.377
H -5.08951 3.17004 -2.86761 0.1 0.2 0.2 0.402
C -5.89795 3.30639 0.69921 0.1 0.1 0.5 -1.585
H -6.88864 3.67903 0.38919 0.4 0.0 0.1 0.490
H -5.23989 4.16184 0.90905 -0.2 -0.3 0.0 0.373
H -6.02244 2.72373 1.62592 0.0 0.3 -0.3 0.282
O 1.01184 3.10839 -0.85672 0.5 -1.5 -0.8 -0.517
C 1.49954 2.12016 -1.39395 -0.4 1.4 0.1 0.215
O 0.79423 1.07137 -1.80373 -0.7 0.3 -0.3 -0.705
C 2.98100 2.00268 -1.60959 1.3 0.6 0.2 -0.052
C 3.56038 1.10218 -2.51824 0.1 0.1 -0.2 0.070
C 4.90139 0.73002 -2.39314 0.2 0.6 0.6 -0.353
C 5.68846 1.33757 -1.38725 -2.5 0.2 -0.4 -0.050
C 5.19809 2.44326 -0.67390 0.1 -0.2 -0.2 -0.469
C 3.85291 2.78853 -0.79890 -0.2 -0.7 -0.6 -0.623
N 6.83203 0.63348 -0.92772 3.4 -1.7 0.7 0.947
O 7.08106 -0.47362 -1.46270 -0.6 2.0 0.9 -0.574
O 7.52817 1.10420 -0.00571 -1.6 -0.5 -1.7 -0.565
H 2.97595 0.70135 -3.36015 0.1 0.0 0.7 0.582
H 5.34408 -0.05509 -3.00319 -0.2 0.2 0.1 0.465
H 5.86705 2.97825 0.00338 -0.3 -0.2 -0.1 0.458
H 3.46451 3.64487 -0.25936 -0.1 -0.3 0.1 0.510
```
Positions in Å, forces in eV/Å.

**ΔE to the lowest compared entry with this formula, charge and spin**: 0.8569 eV
**Charge**: +1

(3)
Density functional theory data (ωB97M-V/def2-TZVPD) for a molecular structure, C31H48AlCaF6N4NaO12Si.

XYZ file:
```
105
Properties=species:S:1:pos:R:3:forces:R:3:mulliken_charge:R:1
C 1.21603 0.92042 5.16915 -1.0 -0.2 0.1 -1.646
C 0.77241 -0.32854 4.36531 0.8 1.9 0.4 -1.225
C 0.06322 -0.00858 3.02403 -0.8 -2.7 0.1 2.164
C 0.54406 1.26412 2.30040 -0.3 -0.2 -1.4 -0.282
F 1.89942 1.34724 2.32567 0.3 -0.4 0.1 -0.360
F 0.10802 2.39075 2.92723 -0.4 -0.3 0.8 -0.434
C 0.08680 1.41894 0.83546 0.5 1.6 0.3 1.169
C 0.38317 2.86855 0.34202 -0.4 -0.8 -0.5 -0.624
Si 0.78037 2.82076 -1.51217 1.4 1.2 -1.0 -0.260
C 1.63483 4.44634 -1.92022 -0.6 -0.6 0.7 -1.055
C 2.02199 1.44295 -1.88740 -0.6 0.9 0.9 -0.274
C -0.74170 2.76015 -2.65924 0.9 -0.2 1.4 0.701
C -1.49315 3.92025 -2.74641 -1.4 -0.5 -1.1 -0.593
C -2.62614 3.91162 -3.63037 0.8 1.6 1.1 -0.532
C -2.92303 2.79432 -4.36582 -0.6 0.3 -0.2 -1.223
C -2.14618 1.67256 -4.23952 -0.4 -1.5 -0.9 -0.901
C -1.07417 1.63893 -3.40412 0.4 0.3 0.6 -0.026
C -1.51455 0.01284 3.04455 -0.8 2.8 0.6 -1.314
C -2.25477 -0.16188 4.39821 -1.0 -1.1 -0.7 -1.012
C -3.01975 -1.51386 4.55337 0.2 0.8 0.4 -0.511
C -4.53386 -1.32669 4.37559 0.5 -0.5 0.4 -0.648
O -5.20522 -2.36783 5.07706 -0.1 0.0 -0.6 -0.541
N -2.01369 -0.76310 1.91536 1.0 -1.3 0.1 0.268
C -1.05455 -1.52376 1.38473 0.5 1.1 -0.1 -2.250
C 0.24889 -1.37828 2.21082 -1.0 -0.5 -3.2 2.499
C 0.14413 -2.68288 3.04170 0.0 0.6 1.2 -1.658
O -0.36909 -3.74484 2.23094 0.4 0.3 0.0 -0.444
N -0.39333 -4.93753 3.00528 -0.3 -0.2 -0.3 0.104
O -1.02224 -5.73871 2.45054 0.2 -0.1 0.2 -0.266
C 1.39020 -1.43783 1.11201 0.6 -0.3 1.9 1.397
C 2.33715 -2.62132 1.13988 2.0 0.7 -1.6 -0.165
C 3.65946 -2.17769 0.43471 -0.4 -0.4 0.3 -1.584
O 1.75226 -3.63492 0.32532 -0.3 0.3 0.4 0.278
C 2.47600 -4.86267 0.31105 -1.0 -0.8 -0.4 -0.999
C 1.57477 -5.87875 -0.34531 0.3 0.3 0.1 0.738
C 1.15648 -5.70897 -1.64830 0.2 0.9 -0.7 -0.339
C 0.34697 -6.62149 -2.26452 -0.8 -0.6 -0.9 -0.582
C -0.07195 -7.76535 -1.61413 0.1 0.2 0.1 -0.574
C 0.36204 -7.94385 -0.32274 -0.7 -1.1 0.0 -0.636
C 1.15901 -7.01686 0.29833 0.4 -0.3 1.1 -0.417
H 2.09112 1.40636 4.75116 0.0 0.1 0.0 0.362
H 0.37281 1.61460 5.19213 0.3 0.2 0.0 0.362
H 1.38381 0.65160 6.21200 0.3 -0.1 -0.1 0.451
H 0.14441 -0.89788 5.04383 0.0 -0.4 -0.4 0.628
H 1.69260 -0.86761 4.13278 -0.2 -0.3 0.1 0.415
H 0.69089 0.80002 0.17601 -0.2 -0.5 0.2 -1.334
H -0.98314 1.27490 0.73256 -0.1 -0.5 0.0 0.379
H -0.47532 3.52236 0.50918 0.1 0.0 0.2 0.448
H 1.26028 3.28085 0.84165 0.0 0.0 -0.1 0.526
H 1.97485 4.47004 -2.95569 0.0 0.1 0.0 0.332
H 2.46374 4.54337 -1.21374 0.2 0.1 -0.2 0.359
H 0.92410 5.24725 -1.69395 0.2 0.2 -0.3 0.417
H 1.56229 0.50492 -2.18693 0.0 -0.9 -0.3 -0.080
H 2.68133 1.32168 -1.00502 0.3 -0.2 -0.2 -0.134
H 2.62764 1.82844 -2.71100 0.0 -0.3 -0.3 0.384
H -1.19625 4.78725 -2.16555 -0.2 0.3 -0.3 0.627
H -3.26829 4.82017 -3.72622 0.8 -0.4 -0.4 0.682
H -3.76159 2.81962 -5.04738 0.0 -0.1 -0.1 0.474
H -2.38867 0.78473 -4.81389 0.0 0.1 -0.1 0.402
H -0.45277 0.75237 -3.32325 0.1 -0.1 -0.3 0.541
H -1.84426 1.01737 2.75180 0.5 0.2 0.2 0.702
H -1.63026 0.03454 5.26479 0.2 0.0 -0.2 0.335
H -3.03834 0.59847 4.41913 0.2 0.2 0.1 0.617
H -2.83778 -1.87530 5.56532 -0.1 -0.3 -0.1 0.454
H -2.69240 -2.25837 3.82723 0.1 -0.1 0.2 0.103
H -4.74137 -1.35541 3.29921 -0.3 0.2 0.1 0.320
H -4.86655 -0.37661 4.80140 0.1 0.1 -0.1 0.262
H -5.74053 -2.84265 4.43635 -0.1 -0.2 0.2 0.341
H -2.94294 -0.71481 1.53329 -0.1 0.1 0.3 0.396
H -1.16825 -2.18927 0.53025 -0.7 -0.3 1.1 0.478
H 1.06968 -2.94930 3.55094 0.1 -0.2 -0.3 0.476
H -0.59624 -2.52651 3.82965 0.1 0.2 0.0 1.048
H 0.91806 -1.49871 0.15153 1.1 -0.1 1.5 -2.297
H 2.01195 -0.54662 1.06758 -0.2 0.2 0.3 0.526
H 2.65056 -2.95475 2.13320 -0.6 -0.2 0.1 0.514
H 3.48284 -2.19844 -0.64452 0.1 0.3 0.0 0.365
H 3.99012 -1.18584 0.74250 0.1 0.0 -0.1 0.432
H 4.44713 -2.90103 0.64320 0.1 0.1 0.0 0.474
H 3.38342 -4.82113 -0.29493 0.2 0.4 0.4 0.325
H 2.65767 -5.18413 1.34088 0.4 0.1 -0.1 0.369
H 1.45988 -4.85777 -2.25227 0.2 0.1 0.2 0.569
H 0.00551 -6.48862 -3.28405 0.2 0.3 0.0 0.398
H -0.71907 -8.48317 -2.09469 0.0 -0.1 -0.1 0.418
H 0.03860 -8.84363 0.18606 0.2 0.1 0.2 0.373
H 1.47750 -7.22568 1.31472 0.0 0.1 0.0 0.404
F 3.39310 1.48124 -7.30173 0.0 0.0 0.3 -0.419
Al 3.97195 2.14747 -5.85003 0.1 0.2 -0.2 0.482
F 5.10385 3.36178 -6.17621 -0.2 -0.2 0.1 -0.408
F 4.70277 0.91240 -4.92615 -0.3 0.1 0.0 -0.420
F 2.65772 2.79358 -4.94245 0.2 -0.4 0.1 -0.182
N 0.39633 4.30449 -6.99337 0.1 -0.2 0.0 1.025
O -0.50387 4.31188 -7.83823 0.1 0.0 0.2 -0.535
O 0.11794 4.48219 -5.79926 0.0 -0.1 -0.2 -0.323
O 1.55996 4.10441 -7.32377 -0.3 0.2 0.1 -0.401
Ca -0.04165 -1.43575 -1.33880 -0.4 0.6 -2.6 0.963
O 4.54302 1.66753 -0.04235 -0.7 -0.4 0.1 -0.749
H 4.08810 1.54408 0.80472 0.2 0.2 0.1 0.186
Na -3.89173 4.28956 -1.67362 -0.1 0.4 0.4 0.952
O -4.66222 4.47944 1.70168 0.1 0.0 -0.1 -0.596
H -5.04361 4.04999 2.47346 -0.1 0.0 0.0 0.301
H -4.43105 5.36209 2.01248 0.0 0.0 0.0 0.325
N -1.92166 7.06231 -4.13821 -0.1 -0.1 -0.2 1.056
O -0.78260 6.99050 -4.59222 0.0 0.1 0.1 -0.528
O -2.91801 6.94699 -4.88365 0.0 -0.1 0.2 -0.650
O -2.09635 7.22693 -2.89817 -0.2 -0.4 0.4 -0.661
```
Positions in Å, forces in eV/Å.

Computed frontier orbital gap (eV) in order:
3.3 6.0 1.6
Computed HOMO (Ha) in order:
-0.3399 -0.3867 -0.2471
Computed F_max (eV/Å) in order:
6.2 3.9 3.4